{
  "formula": "C53H129BLiN6O6",
  "method": "ωB97M-V/def2-TZVPD",
  "spin_multiplicity": 1,
  "orbital_gap_ev": 5.4,
  "charge": -1,
  "lumo_energy_ev": 1.981,
  "homo_energy_ev": -3.5,
  "e_tot_ha": -2908.86928,
  "symbols": ["Li", "B", "H", "H", "H", "H", "C", "C", "C", "C", "C", "C", "N", "O", "C", "C", "C", "H", "H", "H", "H", "H", "H", "H", "H", "H", "H", "H", "H", "H", "H", "H", "H", "H", "H", "C", "C", "N", "C", "C", "C", "C", "H", "H", "H", "H", "H", "H", "H", "H", "H", "H", "H", "H", "H", "H", "H", "C", "C", "N", "C", "C", "C", "C", "H", "H", "H", "H", "H", "H", "H", "H", "H", "H", "H", "H", "H", "H", "H", "C", "C", "N", "C", "C", "C", "C", "H", "H", "H", "H", "H", "H", "H", "H", "H", "H", "H", "H", "H", "H", "H", "C", "C", "N", "C", "C", "C", "C", "H", "H", "H", "H", "H", "H", "H", "H", "H", "H", "H", "H", "H", "H", "H", "C", "C", "N", "C", "C", "C", "C", "H", "H", "H", "H", "H", "H", "H", "H", "H", "H", "H", "H", "H", "H", "H", "C", "O", "H", "H", "H", "H", "C", "O", "H", "H", "H", "H", "C", "C", "C", "O", "C", "H", "H", "H", "H", "H", "H", "H", "H", "C", "C", "C", "O", "C", "H", "H", "H", "H", "H", "H", "H", "H", "C", "C", "C", "O", "C", "H", "H", "H", "H", "H", "H", "H", "H"],
  "coordinates": [[1.624, -3.803, 0.852], [2.759, -5.656, 0.635], [3.381, -4.710, 0.748], [2.472, -6.094, 1.677], [1.802, -5.427, 0.066], [3.365, -6.441, 0.035], [2.439, 0.466, 0.124], [1.757, -0.649, 0.907], [0.643, -0.074, 1.846], [-0.597, 0.300, 1.047], [-1.092, -0.969, 0.343], [-0.032, -1.630, -0.555], [1.260, -1.760, 0.125], [2.265, -2.387, -0.606], [-0.015, -0.819, -1.873], [-0.584, -3.034, -0.843], [2.759, -1.151, 2.010], [2.644, 1.381, 0.688], [1.850, 0.820, -0.728], [3.372, 0.062, -0.268], [1.038, 0.841, 2.298], [0.367, -0.773, 2.636], [-0.510, 1.151, 0.363], [-1.371, 0.687, 1.725], [-1.988, -0.884, -0.277], [-1.329, -1.606, 1.204], [0.787, -1.215, -2.506], [0.122, 0.255, -1.759], [-0.907, -1.047, -2.464], [0.165, -3.644, -1.355], [-1.426, -3.045, -1.539], [-0.848, -3.499, 0.109], [2.302, -2.030, 2.473], [2.892, -0.385, 2.773], [3.717, -1.500, 1.623], [-3.460, -6.214, -1.590], [-4.844, -5.892, -1.008], [-5.181, -4.460, -1.012], [-4.515, -3.594, -0.055], [-4.498, -4.126, 1.378], [-5.121, -3.890, -2.350], [-6.213, -2.768, -2.505], [-2.753, -5.383, -1.637], [-3.597, -6.420, -2.656], [-3.023, -7.063, -1.069], [-5.657, -6.288, -1.620], [-4.893, -6.311, -0.004], [-3.470, -3.352, -0.313], [-4.933, -2.584, -0.084], [-4.159, -5.157, 1.471], [-3.897, -3.492, 2.031], [-5.504, -4.142, 1.812], [-5.394, -4.563, -3.165], [-4.114, -3.549, -2.623], [-5.848, -1.793, -2.193], [-7.088, -2.961, -1.885], [-6.540, -2.902, -3.536], [3.627, 3.880, -1.544], [2.477, 4.556, -2.292], [2.639, 4.883, -3.706], [3.905, 5.531, -4.034], [4.903, 4.452, -4.473], [1.518, 5.635, -4.227], [0.187, 4.829, -4.260], [3.806, 2.833, -1.768], [3.372, 3.972, -0.482], [4.602, 4.382, -1.527], [1.778, 3.717, -2.264], [2.112, 5.432, -1.744], [3.816, 6.201, -4.890], [4.257, 6.165, -3.207], [5.905, 4.854, -4.647], [4.912, 3.547, -3.865], [4.568, 4.011, -5.417], [1.667, 5.932, -5.264], [1.343, 6.554, -3.642], [-0.536, 5.400, -4.842], [-0.131, 4.525, -3.264], [0.317, 3.899, -4.819], [2.329, -6.829, -7.414], [2.362, -6.069, -6.085], [1.092, -5.522, -5.662], [1.067, -5.059, -4.276], [0.990, -6.241, -3.291], [0.663, -4.429, -6.564], [-0.837, -4.128, -6.510], [2.577, -6.254, -8.302], [1.385, -7.358, -7.536], [3.121, -7.569, -7.266], [2.800, -6.658, -5.278], [3.142, -5.284, -6.152], [1.950, -4.457, -4.027], [0.117, -4.543, -4.123], [1.997, -6.645, -3.212], [0.756, -5.754, -2.343], [0.157, -6.867, -3.600], [0.824, -4.876, -7.546], [1.232, -3.526, -6.325], [-0.987, -3.212, -5.932], [-1.379, -4.905, -5.967], [-1.305, -3.997, -7.483], [-1.474, 3.354, 2.945], [-1.314, 3.930, 1.559], [-0.356, 5.010, 1.436], [-0.312, 5.491, 0.056], [-1.637, 6.075, -0.410], [1.020, 4.633, 1.810], [1.253, 4.700, 3.331], [-0.804, 2.537, 3.235], [-2.414, 2.798, 3.087], [-1.583, 4.067, 3.765], [-1.176, 3.103, 0.853], [-2.321, 4.343, 1.456], [0.423, 6.287, -0.097], [0.034, 4.755, -0.689], [-1.941, 6.882, 0.259], [-1.586, 6.486, -1.420], [-2.442, 5.340, -0.444], [1.764, 5.340, 1.442], [1.250, 3.649, 1.379], [0.929, 5.697, 3.639], [2.275, 4.556, 3.686], [0.670, 4.010, 3.938], [-1.373, -0.040, 5.294], [-0.642, 0.080, 6.637], [0.155, 1.306, 6.775], [-0.652, 2.552, 6.800], [-1.629, 2.598, 7.953], [1.187, 1.361, 5.719], [2.266, 0.295, 5.671], [-1.949, 0.855, 5.063], [-2.078, -0.875, 5.320], [-0.639, -0.254, 4.517], [-1.358, 0.076, 7.460], [0.034, -0.771, 6.729], [0.093, 3.323, 6.987], [-1.223, 2.628, 5.872], [-2.442, 1.866, 7.897], [-1.195, 2.517, 8.950], [-2.223, 3.518, 7.953], [1.758, 2.258, 5.999], [0.820, 1.639, 4.723], [2.781, 0.187, 6.625], [3.051, 0.630, 4.989], [1.876, -0.627, 5.237], [0.477, -4.075, 3.744], [0.210, -4.373, 2.387], [0.366, -3.001, 3.883], [-0.322, -4.526, 4.345], [1.431, -4.459, 4.105], [-0.125, -5.256, 2.224], [5.001, 0.477, -2.777], [4.267, -0.718, -2.629], [4.280, 1.194, -3.214], [5.316, 0.953, -1.847], [5.735, 0.527, -3.580], [3.634, -0.609, -1.908], [-3.432, 2.970, -2.582], [-3.259, 1.770, -1.642], [-3.815, 0.569, -2.382], [-4.235, 1.037, -3.660], [-4.346, 2.457, -3.684], [-2.409, 3.173, -2.913], [-3.841, 3.860, -2.108], [-3.834, 2.001, -0.741], [-2.237, 1.561, -1.327], [-4.678, 0.113, -1.888], [-3.030, -0.174, -2.531], [-5.354, 2.809, -3.417], [-4.213, 2.773, -4.717], [-5.365, 1.963, 4.135], [-4.683, 0.689, 3.736], [-5.341, 0.165, 2.441], [-6.364, 1.103, 2.164], [-6.657, 1.895, 3.281], [-4.719, 2.802, 3.876], [-5.615, 1.978, 5.195], [-4.676, -0.124, 4.469], [-3.611, 0.740, 3.520], [-5.707, -0.857, 2.594], [-4.608, 0.105, 1.634], [-7.437, 1.412, 3.883], [-6.954, 2.913, 3.032], [7.120, 2.998, 1.590], [6.246, 2.043, 0.793], [5.867, 1.005, 1.889], [6.664, 1.268, 3.049], [7.750, 2.100, 2.652], [6.436, 3.718, 2.051], [7.857, 3.566, 1.021], [6.961, 1.506, 0.161], [5.407, 2.485, 0.270], [5.883, -0.018, 1.514], [4.837, 1.206, 2.197], [8.685, 1.605, 2.367], [8.083, 2.688, 3.512]],
  "forces_ev_per_angstrom": [[0.4720, 0.5548, -0.7330], [0.4304, -1.1192, 0.4666], [1.0956, 1.8622, 0.3395], [-0.3836, -0.5661, 1.4530], [-2.0921, 0.4147, -1.2718], [0.7251, -0.9510, -0.7417], [-0.0491, 0.3033, -0.7892], [0.0051, 0.3138, 2.3608], [-0.1275, 0.9921, -1.6895], [-1.1170, 0.0718, -0.1768], [0.5091, 0.1429, 0.8523], [-0.6694, 0.5761, -0.3449], [-0.7917, -0.4970, 1.3220], [-0.0347, 0.0968, -0.2263], [0.5960, -0.9355, -0.5852], [0.7590, -0.2748, -0.4678], [-0.1867, -0.6501, -1.0004], [0.1521, -0.2479, 0.3984], [-0.0565, -0.2327, -0.0176], [0.1220, 0.1667, 0.1057], [0.1263, -0.1216, 0.2468], [0.1032, -0.1938, -0.0848], [0.7680, -0.1771, -0.1945], [-0.1207, -0.2983, 0.1329], [-0.1448, 0.3621, 0.1969], [-0.1072, -0.4985, -0.3171], [0.2750, 0.1936, 0.2049], [-0.1451, 0.0004, 0.0718], [-0.2395, 0.3429, 0.2152], [0.2379, 0.0717, 0.2505], [-0.2769, 0.3041, 0.2973], [-0.1238, -0.1700, -0.0904], [-0.0300, 0.0714, 0.1955], [0.1501, 0.0439, -0.0398], [0.0238, 0.2134, -0.1604], [-0.3876, -0.0739, -0.8989], [0.4040, 1.1031, -0.0730], [-0.0651, -0.2232, 0.0560], [0.9978, 0.0488, 0.3964], [-0.8238, 0.0766, 0.1694], [-1.3478, 0.8884, 0.1322], [0.7798, -0.8306, 0.1665], [-0.0675, 0.1153, 0.7166], [0.1881, -0.5102, 0.0940], [0.2246, -0.0285, -0.2614], [0.2355, -0.6454, 0.1038], [-0.3933, 0.1727, -0.0281], [0.2031, -0.4932, -0.2876], [-0.6123, -0.1948, 0.0664], [0.3830, 0.1444, -0.1622], [0.1714, -0.0065, -0.1374], [-0.0850, 0.0978, -0.1268], [0.1316, -0.8081, 0.5944], [0.0271, 0.3337, 0.1281], [-0.0351, 0.2049, -0.6429], [0.1551, -0.3968, 0.1318], [-0.0294, 1.0924, -0.1200], [0.8144, 1.0044, 0.9220], [0.2318, -1.1997, -0.4910], [0.3798, 0.3938, -0.6501], [0.4729, -0.7824, 0.0088], [-0.0178, -0.2644, -0.4761], [-1.4342, -0.6553, 0.2062], [1.0201, -0.1453, -0.2560], [-0.2644, 0.0106, -0.2347], [-0.3103, -0.4319, -0.0040], [-0.0765, 0.1526, -0.6169], [-0.8273, 0.6177, 0.1285], [-0.0701, 0.0062, 0.2025], [-0.4291, 0.0602, 0.0558], [0.2001, -0.1725, 0.0746], [0.0378, -0.1267, 0.2352], [0.2652, 0.4356, 0.6044], [-0.0957, 0.4477, -0.1820], [0.5490, 0.0158, 0.0297], [0.0232, 0.1418, 0.0210], [-0.3475, 0.1070, 0.5212], [-0.4076, 0.3711, -0.0132], [0.2677, 0.0072, 0.0078], [0.5271, -0.6009, 0.9555], [0.6064, 0.9507, 0.1566], [-0.7302, 0.6761, -0.2091], [-0.3050, -1.3018, 0.1343], [0.3141, 1.7850, -0.1602], [-0.3347, -1.5763, -0.0821], [-0.0941, 0.3836, 1.0308], [-0.1688, 0.2029, 0.0677], [-0.0261, 0.0342, -0.0675], [-0.0881, -0.2004, -0.5733], [-0.5503, -0.5112, -0.0747], [-0.1593, 0.2864, -0.2403], [-0.2468, 0.4207, -0.0078], [0.3175, 0.5751, -0.1989], [-0.3753, -0.8226, 0.1654], [0.0922, -0.4631, 0.3059], [0.3730, -0.5354, 0.0845], [0.5392, 0.7603, -0.2235], [0.2710, 0.0781, -0.5715], [-0.2342, 0.0386, -0.1240], [0.0948, -0.1487, -0.1655], [0.1725, 0.0031, -0.1001], [-0.4956, -1.5124, 1.4434], [-1.0690, 0.0753, 0.9822], [1.2338, 0.4507, -0.6213], [-0.4004, 0.5652, -0.8742], [-0.4472, 0.0090, -0.0447], [0.0736, -0.4989, 1.1261], [-0.5305, 0.0525, 0.4654], [0.6326, 0.5236, -0.0650], [-0.2683, 0.1722, -0.8553], [0.6077, 0.3582, -0.2444], [0.1216, 0.1420, -0.2378], [0.2011, 0.2045, -0.9081], [0.1226, 0.0444, 0.7140], [-0.1954, -0.5554, 0.2907], [-0.0385, -0.0370, 0.0310], [0.2946, -0.0065, 0.0137], [0.0455, -0.0386, 0.0993], [-0.3908, 0.1232, -0.6327], [0.1982, -0.1203, 0.0897], [0.1213, 0.0368, 0.0740], [0.2158, 0.0644, -0.5666], [-0.0906, -0.1045, -0.2886], [0.0301, -0.3660, 0.3418], [-0.2628, 0.5352, -0.1489], [0.0614, -0.7897, -0.5004], [0.5829, -1.3829, 0.6160], [-1.2376, 0.0889, 0.4737], [0.8306, 2.1285, 1.0421], [-0.3628, -0.1019, -0.5415], [0.0949, 0.0223, -0.1500], [0.0289, -0.0215, -0.0075], [-0.1861, 0.2067, -0.2347], [0.0891, -0.2871, 0.0062], [-0.0565, -0.0059, 0.2713], [-0.1831, 0.4238, -0.6529], [0.2338, 0.6769, -0.2407], [0.3569, -0.3399, -0.1485], [0.3202, -0.1108, -0.1588], [0.4375, 0.2904, -0.1725], [-0.0931, 0.1819, -0.1121], [-0.3553, -0.5332, -0.1387], [-0.3995, -0.3891, 0.1637], [-0.1509, 0.0871, -0.1510], [0.2530, -0.3032, 0.4131], [-1.1624, -0.6926, 0.3010], [0.2592, 0.8808, -0.6604], [0.3714, 0.0637, -0.1390], [0.1655, 0.0121, 0.2356], [0.1723, 0.1485, -0.2351], [0.3461, -0.2356, 0.3402], [-2.2176, 1.4834, -0.6849], [1.1310, -0.2859, -0.2047], [0.0340, 0.3807, 0.2376], [0.5368, -0.3833, 0.0880], [0.5532, -1.0836, 0.4323], [-0.0947, -0.4768, -0.0516], [1.4994, -0.1552, -0.5228], [-0.7774, 0.3415, 1.1354], [-0.2374, 0.1584, -0.3541], [-0.0682, 0.1188, -0.5410], [-0.5930, -0.3356, 0.5520], [-0.2651, 0.4702, -0.4690], [0.0959, -0.0442, 0.1130], [0.0553, -0.4123, 0.1302], [0.0910, 0.3490, -0.1099], [0.1226, -0.0283, 0.1670], [-0.1979, -0.1671, -0.0788], [-0.2187, -0.4381, -0.0294], [0.5580, 0.1341, 0.0943], [-0.3622, -0.2112, -0.2866], [1.6117, -2.0900, -0.2969], [0.2496, 0.2682, 0.9078], [-0.2851, 0.1744, -1.1632], [0.6778, 0.0796, 1.1913], [-0.2977, 0.2185, 0.0518], [0.1482, 0.2079, 0.0167], [-0.5170, 0.3068, 0.2967], [-0.0425, 0.6871, 0.1235], [-0.4217, 0.1387, -0.0860], [-0.2723, 0.3075, -0.2579], [-0.1549, 0.1252, -0.0518], [-0.2893, -0.2315, -0.5385], [-0.1637, 0.6255, 0.1016], [1.6877, -1.3243, 0.7245], [-1.4866, 1.0532, -0.1061], [0.8721, -0.4788, -0.5205], [-0.3495, 1.0422, 0.5963], [0.3258, 0.0861, 0.3607], [-0.0597, -0.1292, -0.1846], [-0.5343, 0.1598, -0.7438], [0.0284, -0.0950, -0.1281], [0.4691, -0.1134, 0.2462], [-0.0650, -0.2377, 0.0581], [-0.3992, -0.5851, -0.6005], [-0.3878, -0.0060, 0.1911]],
  "mulliken_charge": [0.295, 0.510, -0.270, -0.352, -0.526, -0.303, -1.808, 2.937, -0.971, 0.400, -0.611, 2.244, 2.563, -0.819, -1.613, -2.629, -1.246, 0.118, -0.156, 0.416, 0.440, -0.710, -0.585, -0.458, 0.069, 0.169, 0.325, -0.208, 0.428, 0.575, -0.179, 0.496, -0.021, -0.306, 0.291, -0.562, -0.876, 0.086, 0.351, -1.624, -0.202, -1.093, -0.051, 0.321, 0.356, 0.443, 0.389, -0.174, 0.227, 0.455, 0.340, 0.335, 0.470, 0.132, 0.023, 0.338, 0.454, -0.890, -0.383, 0.321, -0.602, -1.070, -0.502, -1.049, -0.065, 0.344, 0.451, -0.061, 0.249, 0.518, 0.306, 0.404, 0.060, 0.333, 0.407, 0.357, 0.513, -0.044, 0.366, -1.420, -0.386, 0.190, -0.596, -1.114, -0.274, -1.297, 0.339, 0.325, 0.433, 0.412, 0.350, 0.276, 0.249, 0.409, 0.183, 0.266, 0.345, 0.373, 0.255, 0.320, 0.389, -0.998, -0.007, -0.022, 0.223, -1.427, 0.169, -1.374, -0.351, 0.059, 0.773, 0.258, 0.430, 0.440, -0.164, 0.391, 0.438, 0.068, 0.521, -0.019, 0.371, 0.456, -0.058, 0.723, -1.372, -0.037, 0.507, -1.675, 0.494, -1.421, -0.309, 0.596, -0.390, 0.443, 0.449, 0.461, -0.320, 0.321, 0.361, 0.446, 0.537, -0.491, 0.373, 0.331, 0.161, -0.505, -0.251, -0.011, 0.332, 0.283, 0.194, -0.431, -0.573, 0.209, 0.048, 0.427, 0.321, -0.227, 1.460, 0.240, -0.514, -0.610, -0.060, 0.299, 0.185, -1.144, -0.156, -0.082, 0.262, 0.312, -0.466, 1.055, 0.098, -0.459, -0.567, 0.153, 0.317, 0.453, -1.123, 0.124, -0.226, 0.267, 0.401, -0.511, 0.464, 0.086, -0.487, -0.565, 0.259, 0.387, 0.131, -0.513, 0.358, -0.259, 0.275, 0.352]
}